[1]
DFT (ωB97M-V/def2-TZVPD) results for a cluster of 11 separate species, C31H65Cl4N7O13 in total at a distorted geometry.

Geometry as XYZ:
```
120
Properties=species:S:1:pos:R:3:mulliken_charge:R:1
C -7.71221 -17.45158 -20.27685 -0.165
C -6.22454 -17.53697 -19.75835 1.100
O -6.31506 -18.73679 -19.04053 -0.293
C -7.55777 -19.18024 -18.86982 0.525
O -7.87971 -20.02247 -18.05008 -0.569
O -8.40589 -18.36033 -19.51388 -0.351
H -7.71578 -17.81603 -21.30411 0.238
H -8.08355 -16.42831 -20.22094 0.164
H -6.08321 -16.64762 -19.14420 -0.360
H -5.57102 -17.56107 -20.63038 -0.307
C 1.99180 -16.23098 -19.09204 0.932
C 2.84303 -16.67521 -17.92751 -0.316
O 3.02222 -15.55385 -17.10074 -0.309
C 2.60671 -14.52288 -17.65544 0.694
O 2.85807 -13.38721 -17.22732 -0.625
O 2.12562 -14.81971 -18.87994 -0.329
H 0.94621 -16.53891 -19.08739 -0.719
H 2.30232 -16.52136 -20.09571 0.243
H 3.78247 -17.20526 -18.08434 0.270
H 2.22573 -17.41362 -17.41586 0.249
C -2.88683 -20.23149 -25.33995 -1.232
C -2.21285 -20.04986 -23.94354 0.820
O -2.82576 -20.24950 -22.87186 -0.657
N -0.96942 -19.53957 -23.99219 -0.116
C -0.08582 -19.28995 -22.90362 -0.950
H -3.96987 -20.16851 -25.23430 0.274
H -2.59258 -21.14400 -25.85844 0.398
H -2.50526 -19.45868 -26.00722 0.324
H -0.60015 -19.52122 -24.93208 0.210
H 0.25014 -18.25871 -23.01210 0.351
H 0.68574 -20.04968 -22.77867 0.355
H -0.62839 -19.11174 -21.97520 0.258
C -4.94405 -16.47641 -26.74984 -1.256
C -3.78911 -16.43795 -25.72985 0.680
O -2.64175 -16.00285 -25.93729 -0.692
N -4.21240 -16.79799 -24.52774 0.193
C -3.37419 -16.74553 -23.29265 -0.637
H -4.97554 -17.46195 -27.21440 0.285
H -4.93634 -15.66522 -27.47787 0.355
H -5.91442 -16.37947 -26.26294 0.316
H -5.12920 -17.20683 -24.41629 0.270
H -2.37543 -17.14990 -23.45717 0.198
H -3.99063 -17.21649 -22.52695 0.070
H -3.21031 -15.73866 -22.90864 0.192
C -3.41204 -11.27564 -19.02687 -1.001
C -4.46165 -10.24543 -18.71166 0.814
O -5.50277 -10.11613 -19.39276 -0.702
N -4.04348 -9.46841 -17.73707 -0.183
C -4.83102 -8.39096 -17.11711 -0.866
H -3.19199 -11.99400 -18.23716 0.192
H -2.45108 -10.92632 -19.40453 0.469
H -3.82521 -12.01548 -19.71246 0.150
H -3.23825 -9.80944 -17.23170 0.239
H -5.75899 -8.26854 -17.67566 0.336
H -4.24976 -7.47510 -17.01014 0.281
H -5.13543 -8.69660 -16.11611 0.295
C -6.70076 -14.09665 -16.47853 -0.981
C -6.82854 -15.58770 -16.08393 0.962
O -7.95218 -16.03782 -16.03312 -0.248
N -5.71967 -16.33692 -15.89658 0.589
C -5.59205 -17.68597 -15.41006 -1.014
H -6.41862 -13.66722 -15.51724 0.369
H -7.64674 -13.81538 -16.94126 0.456
H -5.97136 -13.92660 -17.27046 0.127
H -4.90257 -15.74934 -15.81176 -0.031
H -6.34732 -17.88317 -14.64928 0.414
H -4.71670 -17.72703 -14.76185 0.273
H -5.51770 -18.41069 -16.22083 0.226
C -7.23175 -12.64317 -19.79519 -0.513
C -7.09939 -13.68564 -20.92293 0.500
O -6.35691 -14.64015 -20.76761 -0.481
N -7.62105 -13.42540 -22.12799 -0.169
C -7.46264 -14.24108 -23.34818 -0.752
H -6.24755 -12.39980 -19.39489 -0.266
H -7.94921 -13.00464 -19.05852 0.052
H -7.64301 -11.74382 -20.25358 0.583
H -8.02219 -12.50056 -22.19009 0.236
H -6.43220 -14.43725 -23.64451 0.187
H -7.89538 -13.78403 -24.23809 0.343
H -8.00818 -15.14598 -23.08055 0.259
C -4.67530 -21.33732 -14.46760 -1.210
C -3.62579 -20.18619 -14.54046 0.659
O -3.36535 -19.57791 -13.51354 -0.639
N -3.05854 -19.72469 -15.69718 0.109
C -3.18582 -20.39969 -17.00435 -0.793
H -4.27655 -22.33248 -14.66446 0.364
H -5.61247 -21.06809 -14.95477 0.300
H -4.87531 -21.37297 -13.39670 0.385
H -2.35907 -19.00691 -15.57212 0.128
H -3.04006 -19.59102 -17.72053 0.068
H -4.16902 -20.85472 -17.12415 0.369
H -2.45727 -21.19366 -17.16848 0.311
C -1.76969 -15.63796 -14.66899 -0.897
C -2.72180 -14.57407 -14.25445 0.704
O -3.84303 -14.62644 -14.77204 -0.713
N -2.37703 -13.78885 -13.24482 -0.221
C -3.15324 -12.73796 -12.52203 -0.799
H -0.76255 -15.30255 -14.42146 0.399
H -1.86847 -15.96636 -15.70364 -0.049
H -1.92139 -16.62930 -14.24199 0.339
H -1.51527 -14.16070 -12.87173 0.187
H -3.84081 -12.20710 -13.18046 0.266
H -2.44440 -12.07366 -12.02772 0.331
H -3.78396 -13.24870 -11.79440 0.293
Cl -1.92907 -14.64558 -18.39444 -0.152
C -3.10506 -15.71534 -19.10834 0.407
C -2.13997 -16.72942 -19.85115 -0.119
Cl -1.14248 -17.60601 -18.62836 -0.369
H -3.68186 -15.20917 -19.88242 0.081
H -3.77918 -15.99086 -18.29731 -0.289
H -1.56169 -16.01226 -20.43371 -0.155
H -2.62104 -17.39626 -20.56670 0.478
Cl -0.69991 -14.65386 -22.50177 -0.050
C -0.52313 -13.16618 -23.38824 -0.668
C -1.77117 -12.97308 -24.26608 -0.234
Cl -3.08873 -12.55128 -23.26143 -0.115
H 0.42268 -13.17547 -23.92997 0.333
H -0.43313 -12.28873 -22.74785 0.334
H -2.09402 -13.84452 -24.83570 0.006
H -1.60606 -12.13729 -24.94600 0.394
```

Results
- E (eV) = -120331.486
- HOMO level (spin up / spin down) (eV) = -11.42 / -11.42
- LUMO (spin up / spin down) (Ha) = -0.0877 / -0.2819
- Kohn-Sham gap (spin up / spin down) (Ha) = 0.3319 / 0.1377
- <S²> = 0.755
- total charge = +1
- multiplicity = 2
- molecular weight (g mol⁻¹) = 885.7

[2]
DFT (ωB97M-V/def2-TZVPD) results for a structure of composition C30H27BrIN4O4Ta at a distorted geometry.

Geometry as XYZ:
```
68
Properties=species:S:1:pos:R:3:mulliken_charge:R:1
Ta -0.37127 0.53793 -0.33685 1.120
O -4.49507 0.75328 -0.94253 -0.648
C -3.30088 0.94432 -1.00682 0.586
N -2.33120 0.06897 -0.62790 0.111
C -2.84707 -1.17057 -0.07613 -1.191
C -2.11684 -1.56515 1.17060 0.825
C -2.64780 -2.50837 2.04728 -0.961
C -1.92178 -2.87767 3.16449 -0.340
C -0.68332 -2.28377 3.38909 -1.022
C -0.22150 -1.35339 2.47828 -0.364
N -0.92292 -1.00921 1.39378 0.196
C -2.74866 2.23584 -1.53696 0.416
C -3.61660 3.16962 -2.08737 -0.690
C -3.10209 4.38106 -2.52009 -0.378
C -1.74884 4.62603 -2.33115 -0.962
C -0.95438 3.64191 -1.76861 -0.194
N -1.43577 2.45231 -1.40756 -0.048
H -2.71977 -1.97259 -0.81823 0.205
H -3.92048 -1.05414 0.11952 0.675
H -3.61682 -2.93773 1.84755 0.549
H -2.31131 -3.60929 3.85626 0.478
H -0.08861 -2.54542 4.25067 0.457
H 0.74093 -0.86884 2.60483 0.549
H -4.66632 2.91678 -2.15617 0.537
H -3.74322 5.11981 -2.97458 0.484
H -1.30770 5.56885 -2.61035 0.445
H 0.09929 3.82409 -1.59924 0.574
O 6.07188 -0.99740 -2.35912 -0.501
C 4.91500 -0.79983 -1.76562 0.706
C 4.50518 -1.42916 -0.58231 -0.571
C 3.26553 -1.13197 -0.05378 -0.872
N 2.41763 -0.26137 -0.60415 0.096
C 2.81803 0.30580 -1.73171 0.370
Br 1.51753 1.52313 -2.47033 0.064
C 4.01289 0.09777 -2.36697 -0.579
H 6.65202 -1.62395 -1.90304 0.334
H 5.14871 -2.14421 -0.09566 0.396
H 2.91228 -1.60531 0.84885 0.507
H 4.27652 0.57229 -3.29623 0.551
I 0.98617 6.36635 6.24471 0.192
C 0.62098 5.01249 4.67450 -0.160
C -0.68989 4.73715 4.28753 -0.543
C -0.92776 3.83742 3.27384 -0.491
C 0.14303 3.20202 2.62629 0.209
C 1.45736 3.49522 3.01396 -0.349
C 1.69205 4.38718 4.03788 -0.547
C -0.12890 2.20814 1.60302 0.845
O 0.81646 1.63622 0.93785 -0.622
O -1.29527 1.84409 1.32162 -0.680
H -1.51477 5.22171 4.78912 0.416
H -1.93771 3.60691 2.96894 0.455
H 2.28100 3.00655 2.51596 0.487
H 2.70182 4.59662 4.35300 0.416
C 1.75420 -4.16753 -1.97068 -1.615
C 0.26389 -3.82327 -2.06943 1.700
C -0.55247 -4.70798 -1.11785 -1.604
C -0.23310 -4.00228 -3.50858 -1.594
C 0.07599 -2.43884 -1.67802 -0.030
C -0.06961 -1.28152 -1.33861 0.134
H 1.90677 -5.20191 -2.26041 0.452
H 2.11594 -4.03731 -0.95434 0.330
H 2.33629 -3.53636 -2.63630 0.342
H -0.39642 -5.74866 -1.38439 0.443
H -1.61361 -4.48778 -1.20064 0.345
H -0.24327 -4.56217 -0.08539 0.366
H -0.11871 -5.04025 -3.80692 0.415
H 0.33998 -3.37938 -4.19044 0.392
H -1.28364 -3.73329 -3.58794 0.387
```

Results
- E (eV) = -125381.503
- HOMO level (eV) = -13.21
- LUMO (Ha) = -0.2688
- energy relative to the best compared isomer or geometry (same formula, charge and spin) (kcal per mole) = 40.71
- Kohn-Sham gap (Ha) = 0.2167
- total charge = +2
- molecular weight (g mol⁻¹) = 895.3

[3]
DFT (ωB97M-V/def2-TZVPD) results for a structure of composition C3H2N2 at a distorted geometry.

Geometry as XYZ:
```
7
Properties=species:S:1:pos:R:3:mulliken_charge:R:1
C -0.89603 -0.02390 0.90692 0.295
C 0.89738 0.35603 -0.49614 0.012
C -0.29965 -0.52485 -0.25885 -0.304
N -1.70069 0.38185 1.63377 -0.366
N 1.56151 -0.42933 0.20624 -0.318
H 1.09974 1.35963 -0.90111 0.322
H -0.66227 -1.11942 -1.09084 0.360
```

Results
- E (eV) = -6119.611
- HOMO level (spin up / spin down) (eV) = -10.04 / -10.04
- LUMO (spin up / spin down) (Ha) = -0.0176 / -0.0176
- energy relative to the best compared isomer or geometry (same formula, charge and spin) (kcal per mole) = 66.29
- Kohn-Sham gap (spin up / spin down) (Ha) = 0.3515 / 0.3515
- molecular weight (g mol⁻¹) = 66.1